C8H16ClFeIO20S4 as an isolated structure in a non-equilibrium geometry. Source: the Open Molecules 2025 dataset; level of theory: wB97M-V/def2-TZVPD.

```
! RIJCOSX wB97M-V def2-TZVPD def2/J DEFGRID3
* xyz 0 5
Fe 15.970 22.303 16.058
I 13.500 21.227 15.168
Cl 16.850 24.853 15.144
O 15.407 24.763 15.339
O 17.238 23.527 14.695
O 17.248 25.874 14.247
O 17.339 25.082 16.476
C 17.054 18.491 20.524
C 17.476 17.605 19.326
O 16.885 18.198 18.188
S 15.824 19.360 18.508
O 14.513 18.818 18.498
O 16.092 20.515 17.722
O 16.442 19.635 19.985
H 17.928 18.860 21.067
H 16.503 17.988 21.321
H 17.139 16.582 19.502
H 18.549 17.501 19.179
C 14.008 21.783 21.283
C 14.048 23.343 21.463
O 14.248 23.870 20.160
S 13.883 22.781 19.032
O 14.807 22.933 17.936
O 12.479 22.683 18.830
O 14.458 21.606 19.942
H 13.003 21.450 21.530
H 14.726 21.253 21.900
H 14.737 23.658 22.245
H 13.094 23.717 21.839
C 15.219 17.746 13.870
C 15.614 18.298 12.475
O 16.356 19.480 12.752
S 17.096 19.395 14.187
O 16.954 20.567 14.984
O 18.407 18.859 14.034
O 16.094 18.266 14.849
H 15.249 16.659 13.842
H 14.212 18.108 14.079
H 14.718 18.582 11.931
H 16.287 17.643 11.919
C 18.307 24.340 20.093
C 19.461 24.776 19.174
O 19.762 23.630 18.392
S 18.639 22.435 18.468
O 19.195 21.299 19.150
O 18.040 22.210 17.196
O 17.620 23.289 19.400
H 17.617 25.180 20.051
H 18.582 24.104 21.117
H 20.376 25.009 19.715
H 19.146 25.621 18.566
*
```

## Properties
Relative energy (zero: lowest compared OMol25 entry of this formula, charge and spin) in kcal/mol: 36.2
Largest force on an atom in Eh/bohr: 0.0626
Frontier orbital gap (alpha / beta) in eV: 7.638 / 7.596
HOMO level (alpha / beta) in eV: -7.726 / -7.685

---

C8H16F6NO12S4V as an isolated structure in a non-equilibrium geometry. Source: the Open Molecules 2025 dataset; level of theory: wB97M-V/def2-TZVPD.

```
! RIJCOSX wB97M-V def2-TZVPD def2/J DEFGRID3
* xyz 0 1
O -0.834 -0.082 -2.290
V -1.095 -0.257 -0.758
O -1.901 -1.605 -0.525
C 2.721 0.844 -0.780
F 3.432 0.333 0.206
F 3.624 1.447 -1.604
F 2.097 -0.203 -1.424
S 1.332 2.015 0.024
O 2.051 2.800 1.042
O 0.819 2.799 -1.077
N 0.152 0.737 0.554
S 0.170 0.988 2.109
O 1.408 0.841 2.775
O -0.540 2.102 2.609
C -1.008 -0.430 2.867
F -0.234 -1.481 3.120
F -1.587 -0.024 4.024
F -2.027 -0.857 2.084
O -3.045 0.963 -0.562
S -4.025 1.993 -0.071
O -4.123 2.547 1.314
O -3.581 3.331 -0.891
C -2.228 3.632 -0.791
C -2.107 4.932 -1.525
C -5.748 2.001 -0.775
H -1.577 2.920 -1.298
H -2.031 3.789 0.269
H -2.721 4.921 -2.426
H -1.179 5.332 -1.932
H -2.396 5.733 -0.845
H -6.332 2.884 -0.518
H -6.210 1.161 -0.256
H -5.670 1.708 -1.822
O 0.566 -2.258 0.061
S 1.439 -3.452 0.260
O 1.008 -4.790 -0.135
O 2.885 -3.157 -0.556
C 3.959 -4.157 -0.514
C 4.428 -4.284 -1.973
C 2.090 -3.555 2.019
H 3.492 -5.039 -0.076
H 4.735 -3.698 0.099
H 3.746 -5.058 -2.322
H 5.482 -4.555 -2.033
H 4.112 -3.391 -2.513
H 2.232 -2.479 2.120
H 2.973 -4.191 2.063
H 1.242 -3.753 2.675
*
```

## Properties
Largest force on an atom in Eh/bohr: 0.1167
Frontier orbital gap in eV: 9.547
HOMO level in eV: -10.837

---

A 2-piece molecular cluster, C8H16FN4O4 overall. Source: the Open Molecules 2025 dataset; level of theory: wB97M-V/def2-TZVPD.

```
! RIJCOSX wB97M-V def2-TZVPD def2/J DEFGRID3
* xyz -1 1
N 0.704 -2.080 0.745
C -0.348 -1.247 0.157
N 0.269 -0.465 -0.916
N -0.787 -0.275 1.169
C -1.507 -2.125 -0.418
C -2.881 -1.945 0.193
N -3.697 -3.137 0.019
F -3.274 -4.079 1.046
C -3.724 -0.780 -0.462
O -4.873 -0.674 0.012
O -3.138 -0.096 -1.329
H 1.603 -1.781 0.385
H 0.729 -1.949 1.748
H 0.840 -1.069 -1.497
H -0.466 -0.087 -1.508
H -1.150 -0.777 1.973
H -1.564 0.265 0.792
H -1.601 -1.873 -1.474
H -1.219 -3.175 -0.351
H -2.849 -1.716 1.265
H -4.613 -2.863 0.375
O 3.770 0.235 -0.030
C 3.379 1.356 -0.165
O 3.510 2.026 -1.340
C 3.050 3.377 -1.195
C 2.094 3.349 -0.006
C 2.703 2.247 0.856
H 3.916 4.020 -1.017
H 2.576 3.671 -2.129
H 2.008 4.314 0.491
H 1.103 3.042 -0.338
H 3.470 2.622 1.537
H 1.969 1.670 1.413
*
```

## Properties
Largest force on an atom in Eh/bohr: 0.0079
Frontier orbital gap in eV: 7.773
HOMO level in eV: -5.062

---

C8H16FeS4 as an isolated structure. Source: the Open Molecules 2025 dataset; level of theory: wB97M-V/def2-TZVPD.

```
! RIJCOSX wB97M-V def2-TZVPD def2/J DEFGRID3
* xyz 3 2
Fe -1.688 0.071 0.297
C -1.067 -1.798 -2.277
C -0.044 -0.689 -2.408
S -0.808 0.761 -1.642
C 0.514 1.890 -1.154
C -0.141 2.913 -0.243
S -1.158 2.177 1.068
C -0.079 1.846 2.479
C 0.834 0.656 2.269
S -0.260 -0.717 1.829
C 0.721 -1.942 0.937
C -0.285 -2.895 0.318
S -1.624 -2.061 -0.579
H -0.709 -2.746 -2.686
H -1.985 -1.553 -2.819
H 0.126 -0.456 -3.464
H 0.926 -0.883 -1.950
H 0.892 2.376 -2.059
H 1.334 1.324 -0.712
H -0.841 3.539 -0.801
H 0.589 3.584 0.214
H -0.775 1.669 3.304
H 0.472 2.756 2.727
H 1.333 0.395 3.208
H 1.603 0.777 1.506
H 1.344 -2.469 1.666
H 1.385 -1.437 0.235
H -0.801 -3.470 1.090
H 0.189 -3.617 -0.351
*
```

## Properties
Relative energy (zero: lowest compared OMol25 entry of this formula, charge and spin) in kcal/mol: 0.1
Largest force on an atom in Eh/bohr: 0.0177
Frontier orbital gap (alpha / beta) in eV: 6.709 / 9.319
HOMO level (alpha / beta) in eV: -21.505 / -22.050